Model P:
Molecular formula: BrCaCl2
Method: DFT, ωB97M-V/def2-TZVPD

```
4
Properties=species:S:1:pos:R:3
Ca -0.1708 0.0205 -0.0262
Cl 2.1886 0.9905 0.8422
Cl -2.3412 1.7955 -0.1482
Br 0.3233 -2.8065 -0.6678
```

The value obtained for the frontier orbital gap is 8.88 eV. The molecular weight is 190.89 u. As for the spin multiplicity: 1. As for the charge: -1.

---

Model Q:
Molecular formula: BrCaCl2
Method: DFT, ωB97M-V/def2-TZVPD

```
4
Properties=species:S:1:pos:R:3
Ca 1.0099 0.2956 -0.2668
Cl -1.1331 1.9289 0.4024
Cl 0.4171 -1.0070 2.0096
Br -0.2939 -1.2175 -2.1452
```

The value obtained for the frontier orbital gap is 7.07 eV. The molecular weight is 190.89 u. As for the spin multiplicity: 1. As for the charge: -1.

---

Going by the computed energies, the most stable comes first: model P, model Q.

---

Model P:
Molecular formula: C4H2N2O
Method: DFT, ωB97M-V/def2-TZVPD

```
9
Properties=species:S:1:pos:R:3
C 2.8838 -0.0811 0.1927
C 1.6938 0.1555 -0.0030
C 0.2356 0.2196 -0.2464
N -0.7195 1.2100 -0.0230
N -1.8688 0.5257 0.1196
C -1.6441 -0.7505 0.0883
O -0.2938 -0.9575 -0.1706
H 3.8409 -0.2167 0.0250
H -2.3882 -1.5340 0.4745
```

The value obtained for the frontier orbital gap is 9.82 eV. The molecular weight is 94.07 u. As for the spin multiplicity: 1. Its SMILES is C#Cc1nnco1.

---

Model Q:
Molecular formula: C4H2N2O
Method: DFT, ωB97M-V/def2-TZVPD

```
9
Properties=species:S:1:pos:R:3
N -0.1575 -1.3883 -0.3563
C 1.0171 -0.7051 -0.5807
O 2.0844 -1.0435 -1.0584
C 0.7264 0.5966 -0.1084
C 0.3556 1.6527 0.3237
C -0.8136 2.0296 0.8983
N -1.8793 2.0353 1.3364
H -1.3027 -0.8183 0.2201
H -0.0306 -2.3591 -0.6747
```

The value obtained for the frontier orbital gap is 10.55 eV. The molecular weight is 94.07 u. As for the spin multiplicity: 1.

---

Model R:
Molecular formula: C4H2N2O
Method: DFT, ωB97M-V/def2-TZVPD

```
9
Properties=species:S:1:pos:R:3
C 2.4632 -0.2095 0.0828
C 1.2488 -0.1746 -0.0107
C -0.1768 -0.1077 -0.0606
C -1.0438 0.8986 -0.0220
O -2.2558 0.3660 0.0418
N -2.0828 -1.0818 0.0755
N -0.8742 -1.2880 -0.0674
H 3.5780 -0.3469 -0.0144
H -0.8566 1.9438 -0.0250
```

The value obtained for the frontier orbital gap is 10.28 eV. The molecular weight is 94.07 u. As for the spin multiplicity: 1. Its SMILES is C#Cc1conn1.

---

Going by the computed energies, the most stable comes first: model R, model P, model Q.

---

Model P:
Molecular formula: C3H3GaO2
Method: DFT, ωB97M-V/def2-TZVPD

```
9
Properties=species:S:1:pos:R:3
C -0.5858 -0.3355 0.9096
C 0.8783 -0.0789 0.6633
H 1.3338 0.7980 1.1453
H -1.2289 -0.1880 1.7710
H 1.5544 -0.9450 0.6997
O -1.5710 0.0004 -1.4486
C -0.8078 -0.0051 -0.4349
O 0.5643 0.2434 -0.7353
Ga -0.1374 0.5107 -2.5701
```

The value obtained for the frontier orbital gap (spin up / spin down) is 9.26 / 4.69 eV. The molecular weight is 140.78 u. As for the spin multiplicity: 2. As for the charge: +1. The expectation value of S² is 0.761.

---

Model Q:
Molecular formula: C3H3GaO2
Method: DFT, ωB97M-V/def2-TZVPD

```
9
Properties=species:S:1:pos:R:3
C -0.4948 -0.7165 -0.5989
C 0.8997 -0.4136 -0.0975
H 1.2363 -1.0653 0.7318
H -0.8304 -1.7576 -0.5015
H 1.7493 -0.3345 -0.7972
O -1.5581 1.5207 0.8887
C -0.7752 0.5227 1.0260
O 0.5553 0.8833 0.4857
Ga -0.7821 1.3608 -1.1371
```

The value obtained for the frontier orbital gap (spin up / spin down) is 8.50 / 6.77 eV. The molecular weight is 140.78 u. As for the spin multiplicity: 2. As for the charge: +1. The expectation value of S² is 0.761.

---

Going by the computed energies, the most stable comes first: model P, model Q.

---

Model P:
Molecular formula: C5H9NS
Method: DFT, ωB97M-V/def2-TZVPD

```
16
Properties=species:S:1:pos:R:3
C 2.4001 0.0672 0.0348
C 1.2073 0.6397 -0.2571
N 0.9156 1.9026 -0.3535
S -0.8602 2.0397 0.0496
C -1.1695 0.2062 0.3736
C -2.3493 -0.3723 -0.3081
C 0.1292 -0.3882 -0.0426
H 2.2213 -0.5390 1.1642
H 3.3018 0.7461 0.0082
H 2.7515 -0.7230 -0.7313
H -1.2961 0.1760 1.4169
H -2.5297 -1.5189 -0.4135
H -3.1879 0.0332 0.1595
H -2.3314 -0.1806 -1.3902
H 0.2968 -1.2626 -0.8543
H 0.5006 -0.8263 1.1437
```

The value obtained for the frontier orbital gap is 8.72 eV. The molecular weight is 115.20 u. As for the spin multiplicity: 1. Its SMILES is CC1=NS[C@@H](C)C1.

---

Model Q:
Molecular formula: C5H9NS
Method: DFT, ωB97M-V/def2-TZVPD

```
16
Properties=species:S:1:pos:R:3
C 0.5536 1.2488 -0.4211
N 1.3072 0.0185 -0.4616
C 0.5779 -1.2433 -0.5180
C -0.7830 -1.0904 0.1557
C -0.6886 -0.0612 1.2363
C -0.7976 1.0921 0.1586
S -1.7846 0.0171 -0.9466
H 0.4927 1.7298 -1.4233
H 1.1425 1.9657 0.2480
H 2.0577 0.0417 -1.2595
H 0.4351 -1.5995 -1.5559
H 1.2680 -1.9099 0.0432
H -1.2407 -1.9921 0.4754
H 0.2599 -0.0785 1.7856
H -1.5758 -0.1583 1.9678
H -1.2243 2.0196 0.5155
```

The value obtained for the frontier orbital gap is 9.39 eV. The molecular weight is 115.20 u. As for the spin multiplicity: 1. Its SMILES is C1NC[C@H]2C[C@@H]1S2.

---

Going by the computed energies, the most stable comes first: model Q, model P.

---

Model P:
Molecular formula: C4H3NS
Method: DFT, ωB97M-V/def2-TZVPD

```
9
Properties=species:S:1:pos:R:3
S 3.2561 0.2077 0.0012
C 1.0666 0.0247 0.0661
C 0.0509 1.0243 0.1162
C -1.0717 0.2790 -0.0571
C -0.6697 -1.1116 -0.0403
N 0.6861 -1.2297 0.0677
H 0.0049 2.1201 0.2083
H -2.0088 0.7315 -0.2039
H -1.3144 -2.0462 -0.1582
```

The value obtained for the frontier orbital gap (spin up / spin down) is 5.46 / 5.46 eV. The molecular weight is 97.14 u. As for the spin multiplicity: 1. Its SMILES is S=C1C=CC=N1.

---

Model Q:
Molecular formula: C4H3NS
Method: DFT, ωB97M-V/def2-TZVPD

```
9
Properties=species:S:1:pos:R:3
C 0.1595 -1.3854 0.3766
C -0.1955 -0.1036 -0.2097
C -1.0152 0.7014 -0.9007
C -1.6103 1.8431 -1.3555
H 1.4044 -2.6064 2.3717
H -0.7007 -1.7957 0.9576
H 0.1758 -2.0027 -0.6785
N -2.0941 3.0367 -1.3768
S 1.8593 -1.3241 1.2202
```

The value obtained for the frontier orbital gap is 8.57 eV. The molecular weight is 97.14 u. As for the spin multiplicity: 1.

---

Going by the computed energies, the most stable comes first: model P, model Q.

---

Model P:
Molecular formula: C2H4NOP
Method: DFT, ωB97M-V/def2-TZVPD

```
9
Properties=species:S:1:pos:R:3
C 2.3036 0.4608 0.0637
C 1.1097 -0.0272 0.2047
N -0.0385 -0.4422 0.2104
H 3.0575 -0.0997 -0.4553
H 2.5942 1.3764 0.5425
H -0.3361 -1.0807 0.9402
O -3.2523 0.9915 -0.0881
P -2.8947 -0.4205 -0.0130
H -2.5433 -0.7583 -1.4052
```

The value obtained for the frontier orbital gap is 9.00 eV. The molecular weight is 89.03 u. As for the spin multiplicity: 1. Its SMILES is C=C=N.O=P.

---

Model Q:
Molecular formula: C2H4NOP
Method: DFT, ωB97M-V/def2-TZVPD

```
9
Properties=species:S:1:pos:R:3
C -0.8421 0.2530 0.1261
C -0.0914 -0.6450 -0.8464
N -0.1908 -0.9031 0.5582
O 1.6310 1.3417 1.4669
P 1.9860 -0.0615 1.4024
H -0.4284 1.1726 0.2541
H -2.0285 0.2832 0.0835
H -0.7840 -1.1512 -1.5694
H 0.7480 -0.2898 -1.4754
```

The value obtained for the frontier orbital gap (spin up / spin down) is 6.77 / 6.77 eV. The molecular weight is 89.03 u. As for the spin multiplicity: 1.

---

Model R:
Molecular formula: C2H4NOP
Method: DFT, ωB97M-V/def2-TZVPD

```
9
Properties=species:S:1:pos:R:3
C -1.1513 0.3181 0.1115
P 0.1072 -0.3007 -0.7772
N 1.6056 -0.2891 -0.2824
C 1.8625 -0.3351 1.0058
O 1.2154 -0.6299 1.9557
H -2.1127 0.5296 -0.1807
H -0.6557 0.5967 1.1433
H 0.0466 -0.5581 -2.1076
H 2.8428 -0.0497 1.2471
```

The value obtained for the frontier orbital gap is 8.87 eV. The molecular weight is 89.03 u. As for the spin multiplicity: 1. Its SMILES is C=[PH]=NC=O.

---

Going by the computed energies, the most stable comes first: model P, model R, model Q.

---

Model P:
Molecular formula: C2H3NO4
Method: DFT, ωB97M-V/def2-TZVPD

```
10
Properties=species:S:1:pos:R:3
O 1.5597 -0.4166 1.0554
C 1.1840 -0.8324 0.0041
O 0.2723 -0.3517 -0.7894
C -0.6431 0.6952 -0.0839
N -1.0797 1.6617 -1.1248
O -1.8882 1.2940 -1.9381
O -0.5262 2.7291 -1.0719
H 1.6426 -1.6542 -0.6130
H -1.4914 0.2567 0.2324
H -0.2281 1.2717 0.6967
```

The value obtained for the frontier orbital gap is 11.10 eV. The molecular weight is 105.05 u. As for the spin multiplicity: 1. Its SMILES is O=COC[N+](=O)[O-].

---

Model Q:
Molecular formula: C2H3NO4
Method: DFT, ωB97M-V/def2-TZVPD

```
10
Properties=species:S:1:pos:R:3
O -1.6464 0.3498 -1.1412
C -0.8156 0.4439 -0.2481
O -0.4493 1.5432 0.3494
C -0.0380 -0.7754 0.2874
O -0.5475 -1.7323 0.7892
N 1.2992 -0.5255 0.5573
O 1.7714 0.2925 -0.5382
H -0.8406 2.3050 -0.0091
H 1.8522 -1.4760 0.3309
H 1.9894 1.2130 -0.1329
```

The value obtained for the frontier orbital gap is 10.81 eV. The molecular weight is 105.05 u. As for the spin multiplicity: 1. Its SMILES is O=C(O)C(=O)NO.

---

Going by the computed energies, the most stable comes first: model Q, model P.